A gas-phase ion, C6H12NO3 (charge +1) at a distorted geometry. Source: OMol25; level of theory: wB97M-V/def2-TZVPD.

- Energy above the lowest of the compared OMol25 structures with the same formula, charge and spin: 70.2 kJ/mol
- E: -515.997540 hartree
- HOMO-LUMO gap: 11.01 eV
- Charge: +1
- E_HOMO: -14.10 eV
- F_max: 3.7 eV/Å
- Spin multiplicity: 1
- LUMO level: -3.09 eV

Geometry as XYZ:
```
22
C6H12NO3 wB97M-V/def2-TZVPD
C 0.35796 -2.34342 2.91124
C -0.31430 -1.73155 1.95305
C 0.09098 -0.41311 1.36155
O 1.40089 -0.03621 1.58741
O -0.19218 -0.50557 -0.07094
C 0.04348 0.54952 -0.84655
N -1.28117 1.65100 -0.56247
O 1.11794 1.29287 -0.67502
C -0.30247 0.21050 -2.42031
C 0.37898 0.80338 -3.37570
H 0.02614 -3.28566 3.30806
H 1.24507 -1.92800 3.36759
H -1.21228 -2.14992 1.52331
H -0.53637 0.39850 1.77126
H 1.96955 -0.81890 1.63222
H -1.75377 1.47790 0.32853
H -1.95603 1.54030 -1.32210
H -0.90172 2.60024 -0.58662
H 1.52183 1.13199 0.20709
H -1.04493 -0.55791 -2.52507
H 0.19658 0.58730 -4.41403
H 1.14582 1.52673 -3.15249
```